one:
Density functional theory data (ωB97M-V/def2-TZVPD) for a cluster of 2 separate species, C2H8NO2 in total.

Geometry as ORCA input:
```
! RIJCOSX wB97M-V def2-TZVPD def2/J DEFGRID3
* xyz 1 1
C 0.172 -1.418 0.291
N 1.491 -0.888 0.865
H -0.263 -0.683 -0.248
H 0.277 -2.371 -0.332
H -0.458 -1.642 1.075
H 2.179 -1.576 0.664
H 1.311 -0.715 1.866
H 1.647 0.044 0.515
O -0.092 0.993 -1.319
C -0.939 1.752 -1.213
O -1.636 1.780 -0.050
H -1.251 2.467 -1.996
H -2.440 2.257 -0.118
*
```

## Properties
* HOMO energy: -0.5496 Ha
* LUMO level: -3.6 eV

two:
Density functional theory data (ωB97M-V/def2-TZVPD) for a cluster of 2 separate species, C2H8NO2 in total.

Geometry as ORCA input:
```
! RIJCOSX wB97M-V def2-TZVPD def2/J DEFGRID3
* xyz 1 1
O 1.094 0.386 -0.676
C -0.118 0.460 -0.907
O -0.784 1.596 -0.710
C -0.944 -0.612 -1.543
H -0.164 2.202 -0.284
H -1.015 -0.344 -2.619
H -1.990 -0.560 -1.174
H -0.525 -1.597 -1.521
N 0.902 -0.295 1.864
H 0.651 -1.288 1.732
H 0.202 0.114 2.493
H 1.750 -0.247 2.407
H 0.941 0.186 0.937
*
```

## Properties
* HOMO energy: -0.5669 Ha
* LUMO level: -4.0 eV

Which one is most stable, and which one is least stable? two is the most stable of them, while one is the least stable.

one:
Density functional theory data (ωB97M-V/def2-TZVPD) for the ion C6H9N2O2S with charge +1.

Geometry as ORCA input:
```
! RIJCOSX wB97M-V def2-TZVPD def2/J DEFGRID3
* xyz 1 1
C 0.525 0.625 0.433
C -1.223 1.183 0.921
C -0.908 -1.046 -0.254
C 1.702 1.477 0.708
C -1.307 -2.254 -0.990
C 1.469 -1.028 -0.972
N 0.358 -0.424 -0.272
N -1.624 2.321 1.571
O -2.756 2.213 2.032
O -0.912 3.306 1.483
S -2.094 -0.178 0.672
H 1.511 2.154 1.591
H 2.513 0.824 0.711
H 1.767 2.132 -0.206
H -0.477 -2.518 -1.753
H -1.575 -3.201 -0.375
H -2.176 -1.967 -1.602
H 1.147 -1.198 -2.073
H 2.364 -0.350 -1.022
H 1.696 -2.071 -0.602
*
```

## Properties
* HOMO energy (alpha / beta): -0.4788 / -0.4788 Ha
* LUMO level (alpha / beta): -5.7 / -5.7 eV

two:
Density functional theory data (ωB97M-V/def2-TZVPD) for the ion C6H9N2O2S with charge +1.

Geometry as ORCA input:
```
! RIJCOSX wB97M-V def2-TZVPD def2/J DEFGRID3
* xyz 1 1
C -0.080 -1.292 2.108
C 1.288 -1.300 2.513
C -1.164 0.442 -1.221
C -1.580 1.036 0.139
C 0.883 1.088 1.403
C 0.959 -0.395 -2.172
N 0.726 -0.158 1.833
N 0.011 -0.367 -1.085
O -1.195 -1.638 1.929
O 2.319 -1.642 2.948
S -0.243 2.115 0.720
H -2.032 -0.122 -1.589
H -0.961 1.250 -1.929
H -2.455 1.673 0.019
H -1.796 0.254 0.864
H 1.852 1.541 1.596
H 0.617 -1.003 -3.018
H 1.132 0.621 -2.529
H 1.901 -0.810 -1.812
H -0.183 -1.292 -0.721
*
```

## Properties
* HOMO energy: -0.4790 Ha
* LUMO level: -6.7 eV

Which one is most stable, and which one is least stable? two is the most stable of them, while one is the least stable.

one:
Density functional theory data (ωB97M-V/def2-TZVPD) for a cluster of 2 separate species, H3NO2 in total.

Geometry as ORCA input:
```
! RIJCOSX wB97M-V def2-TZVPD def2/J DEFGRID3
* xyz 0 1
H -2.068 0.932 0.708
H 2.965 0.625 0.401
H 1.753 -0.282 0.509
N -1.614 0.538 -0.157
O -1.369 -0.622 0.037
O 2.450 -0.008 -0.102
*
```

## Properties
* HOMO energy: -0.3590 Ha
* structure (SMILES): N=O.O
* LUMO level: -0.4 eV

two:
Density functional theory data (ωB97M-V/def2-TZVPD) for a structure of composition H3NO2.

Geometry as ORCA input:
```
! RIJCOSX wB97M-V def2-TZVPD def2/J DEFGRID3
* xyz 0 1
N -1.095 0.012 -0.013
O 1.364 -0.444 0.072
O 0.560 0.641 0.026
H -1.629 0.843 -0.082
H -0.986 -0.640 0.873
H 1.787 -0.413 -0.876
*
```

## Properties
* HOMO energy: -0.3573 Ha
* LUMO level: 0.6 eV

Which one is most stable, and which one is least stable? one is the most stable of them, while two is the least stable.

one:
Density functional theory data (ωB97M-V/def2-TZVPD) for a cluster of 2 separate species, H3NO2 in total.

Geometry as ORCA input:
```
! RIJCOSX wB97M-V def2-TZVPD def2/J DEFGRID3
* xyz 0 1
H -0.878 -0.200 0.956
H -0.381 0.603 -0.336
H -1.839 -0.141 -0.461
N -0.855 -0.217 -0.086
O 2.436 -0.322 -0.089
O 1.517 0.278 0.015
*
```

## Properties
* HOMO energy: -0.3238 Ha
* structure (SMILES): O=O.N
* LUMO level: -0.8 eV

two:
Density functional theory data (ωB97M-V/def2-TZVPD) for a cluster of 2 separate species, H3NO2 in total.

Geometry as ORCA input:
```
! RIJCOSX wB97M-V def2-TZVPD def2/J DEFGRID3
* xyz 0 1
N -0.107 -1.120 0.102
O 0.498 1.618 -0.185
O -0.887 -0.134 0.144
H 0.122 -1.609 0.937
H 0.419 -1.269 -0.805
H -0.045 2.514 -0.193
*
```

## Properties
* HOMO energy (alpha / beta): -0.3281 / -0.3829 Ha
* LUMO level (alpha / beta): -0.8 / 0.5 eV

Which one is most stable, and which one is least stable? two is the most stable of them, while one is the least stable.